Record 1
# C44H49As2BrN9O4SW

A structure of composition C44H49As2BrN9O4SW in a non-equilibrium geometry (ωB97M-V/def2-TZVPD, the Open Molecules 2025 dataset).

For the orbital gap, the calculation gives 4.60 eV. The LUMO energy comes out at 1.0 eV. The HOMO energy comes out at -0.13255 Eh. The spin multiplicity is 1. The total charge is -1. Its energy above the lowest of the compared OMol25 structures with the same formula, charge and spin is 34.3 kcal per mole.

Each line ends with the Löwdin charge.
Geometry (Å):
1 W -0.39 0.14 -0.32  1.6525
2 C 4.04 -0.17 3.19  -0.3332
3 As 2.47 0.68 2.35  1.1255
4 C 3.45 2.33 1.81  -0.3146
5 C 1.67 1.48 3.95  -0.4349
6 C 2.15 1.20 5.23  -0.1181
7 C 1.65 1.87 6.33  -0.0960
8 C 0.64 2.81 6.17  -0.1018
9 C 0.12 3.04 4.91  -0.1236
10 C 0.61 2.37 3.79  -0.4053
11 As -0.29 2.51 2.04  1.1663
12 C -2.12 2.73 2.69  -0.2741
13 C 0.11 4.40 1.68  -0.2776
14 H 3.71 -1.07 3.72  0.0159
15 H 4.53 0.51 3.88  0.0208
16 H 4.75 -0.46 2.41  0.0013
17 H 3.53 3.03 2.64  0.0219
18 H 2.94 2.81 0.97  -0.0162
19 H 4.46 2.06 1.48  0.0112
20 H 2.92 0.46 5.37  0.0829
21 H 2.04 1.65 7.32  0.0952
22 H 0.25 3.35 7.03  0.0941
23 H -0.70 3.75 4.81  0.0838
24 H -2.21 3.64 3.28  0.0185
25 H -2.37 1.86 3.29  0.0340
26 H -2.79 2.77 1.83  0.0118
27 H -0.04 4.98 2.59  0.0191
28 H -0.56 4.74 0.89  0.0111
29 H 1.14 4.51 1.34  0.0093
30 C -1.30 1.85 -3.94  -0.0342
31 C -1.47 0.38 -4.21  -0.2093
32 C -1.99 0.00 -5.44  -0.0663
33 C -2.14 -1.34 -5.77  -0.0859
34 C -1.77 -2.31 -4.85  -0.0678
35 C -1.27 -1.97 -3.61  -0.2051
36 C -0.89 -3.06 -2.66  -0.0492
37 C -1.15 -0.60 -3.26  -0.2134
38 N -0.68 -0.24 -2.00  -0.0860
39 H -2.27 2.33 -3.81  0.0787
40 H -0.80 2.33 -4.79  0.0816
41 H -0.73 2.02 -3.04  0.0325
42 H -2.27 0.77 -6.15  0.1116
43 H -2.56 -1.62 -6.73  0.0964
44 H -1.87 -3.36 -5.10  0.1044
45 H -0.65 -3.97 -3.21  0.0787
46 H -1.70 -3.27 -1.96  0.0737
47 H -0.03 -2.77 -2.05  0.0338
48 C 3.90 -3.19 0.73  -0.0292
49 C 2.77 -3.12 -0.30  -0.5204
50 C 3.17 -3.75 -1.64  -0.0247
51 C 1.56 -3.87 0.28  -0.0346
52 C 2.31 -1.67 -0.51  -0.1626
53 N 1.30 -1.12 -0.36  0.0428
54 H 3.85 -4.16 1.22  0.0907
55 H 3.79 -2.43 1.50  0.0733
56 H 4.89 -3.11 0.28  0.0639
57 H 3.61 -4.73 -1.44  0.0921
58 H 3.91 -3.15 -2.17  0.0678
59 H 2.30 -3.88 -2.28  0.0861
60 H 1.81 -4.93 0.32  0.0938
61 H 0.67 -3.72 -0.32  0.0664
62 H 1.35 -3.51 1.29  0.0880
63 N 1.32 3.41 -2.09  0.1476
64 C 2.08 2.33 -2.29  -0.6664
65 N 2.33 1.44 -1.35  0.1035
66 C 3.30 0.59 -1.76  -0.3069
67 C 3.86 -0.40 -0.92  -0.1061
68 C 5.05 -1.01 -1.42  -0.0790
69 C 5.48 -0.86 -2.72  -0.0944
70 C 4.82 0.03 -3.58  -0.0718
71 C 3.76 0.75 -3.08  -0.4631
72 S 2.90 2.08 -3.82  1.0879
73 H 0.57 3.29 -1.39  0.0771
74 H 1.04 3.95 -2.89  0.1060
75 H 3.93 -0.08 0.12  0.0873
76 H 5.63 -1.62 -0.75  0.0956
77 H 6.36 -1.38 -3.07  0.1021
78 H 5.17 0.18 -4.59  0.1087
79 C -3.39 -3.41 1.18  -0.0136
80 N -2.27 -2.86 1.92  -0.0379
81 C -2.19 -2.92 3.29  -0.0666
82 C -1.15 -2.41 3.96  0.0044
83 C -0.08 -1.73 3.22  -0.5146
84 O 0.96 -1.36 3.78  -0.0593
85 N -0.31 -1.53 1.89  0.1180
86 C -1.29 -2.17 1.24  -0.5778
87 O -1.32 -2.14 -0.01  -0.1191
88 H -4.25 -3.48 1.84  0.0865
89 H -3.15 -4.39 0.78  0.0906
90 H -3.62 -2.73 0.35  0.0531
91 H -3.02 -3.42 3.78  0.1195
92 H -1.09 -2.47 5.04  0.0998
93 Br -5.25 -2.04 -2.38  0.6546
94 C -4.86 -0.25 -1.51  -0.7716
95 C -6.09 0.09 -0.69  -0.1400
96 C -6.38 1.32 -0.24  -0.1213
97 C -5.66 2.56 -0.42  -0.1281
98 C -4.33 2.79 -0.63  -0.0721
99 C -3.15 1.99 -0.65  -0.1482
100 C -1.93 2.74 -0.84  -0.6132
101 O -1.85 3.95 -1.07  -0.0135
102 O -0.74 2.07 -0.84  -0.4136
103 H -6.71 -0.75 -0.42  0.0669
104 H -7.31 1.40 0.30  0.0932
105 H -6.28 3.45 -0.34  0.0776
106 H -4.08 3.83 -0.78  0.1084
107 N -4.71 1.26 -3.66  0.1978
108 C -4.75 0.62 -2.71  -0.2698
109 N -3.70 -0.44 -0.75  0.0677
110 C -3.02 0.57 -0.30  -0.4216
111 N -1.98 0.34 0.57  -0.1116

Record 2
# C24H55CdO13S8Tl

A structure of composition C24H55CdO13S8Tl in a non-equilibrium geometry (ωB97M-V/def2-TZVPD, the Open Molecules 2025 dataset).

For the orbital gap, the calculation gives 2.29 eV. The LUMO energy comes out at -9.5 eV. The HOMO energy comes out at -0.43265 Eh. The spin multiplicity is 1. The total charge is +2.

Each line ends with the Löwdin charge.
Geometry (Å):
1 Cd 1.86 3.61 16.31  1.4525
2 Tl -3.48 9.66 21.06  1.1375
3 C -5.02 7.37 25.62  -0.0463
4 C -5.18 7.35 24.11  -0.3601
5 O -5.17 8.44 23.33  -0.0430
6 H -5.50 8.25 26.05  0.0920
7 H -3.96 7.43 25.88  0.0915
8 H -5.54 6.50 26.01  0.0898
9 H -6.17 6.90 24.04  0.1806
10 H -4.49 6.61 23.71  0.1395
11 C -1.17 5.07 20.96  0.1031
12 C -0.28 4.55 20.06  -0.3159
13 C -0.15 5.20 18.70  -0.2998
14 O 0.68 4.72 17.81  -0.2356
15 C -0.85 6.36 18.29  0.0578
16 C -1.75 7.01 19.24  -0.3212
17 C -1.84 6.35 20.69  -0.2847
18 O -2.44 6.95 21.55  0.0107
19 O -2.40 8.01 19.04  -0.0425
20 O 0.35 3.49 20.50  -0.0087
21 H -1.31 4.65 21.95  0.1318
22 H -0.83 6.80 17.31  0.1043
23 C 5.60 2.84 19.04  -0.2108
24 S 3.82 3.38 19.06  0.9317
25 O 3.41 3.68 17.60  -0.7400
26 C 3.07 1.69 19.59  -0.1839
27 H 5.78 2.20 18.17  0.0636
28 H 5.92 2.24 19.89  0.0676
29 H 6.29 3.69 19.05  0.0567
30 H 3.44 1.43 20.58  0.0675
31 H 3.26 0.97 18.79  0.0546
32 H 1.99 1.64 19.69  0.0306
33 C -2.86 3.39 13.48  -0.2606
34 S -4.01 4.82 13.69  0.8402
35 O -5.35 4.23 13.22  -0.5517
36 C -4.02 5.36 15.46  -0.2604
37 H -3.29 2.49 13.91  0.0465
38 H -1.98 3.67 14.05  0.0182
39 H -2.68 3.28 12.41  0.0534
40 H -3.05 5.72 15.79  0.0242
41 H -4.35 4.65 16.22  0.0512
42 H -4.71 6.20 15.48  0.0445
43 C -0.16 0.24 15.02  -0.2039
44 S 0.19 0.65 16.80  0.9410
45 O 1.02 1.91 16.90  -0.7139
46 C -1.38 1.12 17.43  -0.2231
47 H -0.83 0.96 14.54  0.0381
48 H -0.83 -0.61 14.88  0.0688
49 H 0.59 -0.01 14.27  0.0681
50 H -1.91 1.84 16.80  0.0649
51 H -1.09 1.49 18.41  0.0655
52 H -2.07 0.28 17.31  0.0829
53 C 1.01 11.63 19.42  -0.2083
54 S 0.79 10.30 20.67  0.9027
55 O -0.66 9.75 20.52  -0.6856
56 C 1.97 8.94 20.18  -0.2400
57 H 0.98 12.66 19.76  0.0615
58 H 0.11 11.52 18.82  0.0415
59 H 1.87 11.38 18.80  0.0204
60 H 3.04 9.09 20.31  0.0575
61 H 1.68 8.67 19.16  0.0077
62 H 1.70 8.09 20.81  0.0258
63 C -0.51 3.94 25.54  -0.2673
64 S 0.26 2.27 25.69  0.8431
65 O -0.51 1.26 24.86  -0.5678
66 C 1.96 2.55 24.95  -0.2320
67 H -1.55 4.00 25.86  0.0424
68 H -0.51 4.40 24.55  0.0164
69 H -0.09 4.75 26.15  0.0507
70 H 2.49 3.39 25.40  0.0370
71 H 1.94 2.81 23.89  0.0238
72 H 2.28 1.51 24.99  0.0404
73 C 2.25 5.48 22.56  -0.2452
74 S 3.46 6.42 23.58  0.8366
75 O 3.70 5.42 24.61  -0.5415
76 C 4.89 6.35 22.47  -0.2478
77 H 1.47 5.14 23.23  0.0312
78 H 2.79 4.61 22.18  0.0356
79 H 1.73 5.91 21.71  0.0248
80 H 4.91 5.50 21.80  0.0349
81 H 5.76 6.36 23.13  0.0601
82 H 4.87 7.26 21.88  0.0345
83 C -4.72 11.35 15.96  -0.2262
84 S -3.26 11.11 17.08  0.8685
85 O -3.70 10.81 18.51  -0.7071
86 C -2.66 9.53 16.38  -0.2563
87 H -4.33 11.59 14.97  0.0565
88 H -5.09 12.29 16.38  0.0479
89 H -5.43 10.53 16.02  0.0654
90 H -3.30 8.69 16.64  0.0474
91 H -1.70 9.37 16.87  0.0287
92 H -2.73 9.74 15.32  0.0494
93 C 1.89 8.23 16.36  -0.2186
94 S 3.59 8.84 16.89  0.9210
95 O 3.29 9.92 17.94  -0.6147
96 C 4.08 7.39 18.03  -0.2207
97 H 1.90 7.16 16.54  0.0141
98 H 1.73 8.53 15.33  0.0481
99 H 1.25 8.78 17.05  0.0348
100 H 4.73 7.63 18.88  0.0544
101 H 4.50 6.75 17.25  0.0290
102 H 3.16 7.00 18.47  0.0203

Record 3
# C4H16N2O2

A cluster of 3 separate species, C4H16N2O2 in total in a non-equilibrium geometry (ωB97M-V/def2-TZVPD, the Open Molecules 2025 dataset).

For the orbital gap, the calculation gives 9.28 eV. The LUMO energy comes out at 0.5 eV. The HOMO energy comes out at -0.32306 Eh. The spin multiplicity is 1. As for the structure (SMILES): CN(C)CCN.O.O. Its energy above the lowest of the compared OMol25 structures with the same formula, charge and spin is 51.2 kcal per mole.

Each line ends with the Löwdin charge.
Geometry (Å):
1 C 0.09 0.21 1.67  -0.1220
2 N 0.17 0.13 0.22  -0.2568
3 C -1.09 -0.62 -0.18  -0.0435
4 C 1.45 -0.45 -0.36  -0.1748
5 C 1.39 -0.86 -1.86  -0.2768
6 N 0.90 0.07 -2.90  -0.0049
7 H -0.65 0.93 1.93  0.0743
8 H -0.19 -0.78 2.09  0.0779
9 H 0.94 0.60 2.19  0.0782
10 H -0.84 -1.56 -0.54  0.0537
11 H -1.70 0.13 -0.76  0.0886
12 H -1.64 -0.85 0.71  0.0624
13 H 2.18 0.35 -0.35  0.1029
14 H 1.88 -1.42 0.11  0.1351
15 H 2.29 -1.21 -2.24  0.0760
16 H 0.67 -1.78 -1.93  0.1188
17 H -0.01 0.53 -2.69  0.0406
18 H 1.56 0.76 -3.17  0.0490
19 O -1.60 -0.67 4.50  -0.0719
20 H -1.68 0.23 4.09  0.0512
21 H -1.22 -1.28 3.87  0.0058
22 O -0.70 2.05 -1.72  -0.1073
23 H -1.52 1.62 -1.48  0.0075
24 H -0.20 1.67 -0.94  0.0360